Entry 1:
{"formula": "C31H24N9Re", "method": "wB97M-V/def2-TZVPD", "total_charge": 3, "spin_multiplicity": 2, "fmax_ev_per_a": 0.40, "homo_lumo_gap_ev": [6.00, 5.57], "s_squared": 0.83, "lumo_energy_ha": [-0.380, -0.406], "species": ["Re", "N", "N", "N", "N", "N", "N", "N", "N", "N", "C", "C", "C", "C", "C", "C", "C", "C", "C", "C", "C", "C", "C", "C", "C", "C", "C", "C", "C", "C", "C", "C", "C", "C", "C", "C", "C", "C", "C", "C", "C", "H", "H", "H", "H", "H", "H", "H", "H", "H", "H", "H", "H", "H", "H", "H", "H", "H", "H", "H", "H", "H", "H", "H", "H"], "positions_angstrom": [[-0.355, -0.807, -0.177], [3.761, -0.806, 1.139], [-1.821, -1.726, 1.180], [1.031, -0.383, -1.675], [1.477, -0.506, 0.848], [1.607, -1.271, -2.362], [-0.800, 0.986, -0.940], [0.417, 1.289, 1.869], [-0.215, -2.480, -1.536], [-0.605, 0.433, 1.518], [-0.720, -4.623, -2.475], [1.340, -3.555, -3.043], [-3.165, 0.641, -1.114], [-4.071, -2.455, 2.664], [-4.723, 2.217, -0.187], [3.949, 0.447, 1.746], [-2.117, 1.466, -0.709], [5.212, 0.864, 2.140], [-3.414, -3.378, 1.867], [2.589, -1.208, 0.705], [0.934, -2.484, -2.269], [-4.472, 1.024, -0.853], [-2.359, 2.660, -0.030], [-3.669, 3.029, 0.224], [1.151, 3.601, -2.680], [-2.424, -0.848, 2.037], [-3.551, -1.169, 2.764], [4.220, 2.919, 2.937], [0.159, 1.725, -1.588], [2.282, 2.835, -2.997], [2.967, 2.493, 2.553], [-1.639, 0.356, 2.260], [2.347, 1.492, -2.664], [2.820, 1.244, 1.942], [5.338, 2.106, 2.733], [0.075, 3.061, -2.002], [-2.307, -2.977, 1.141], [-1.042, -3.530, -1.691], [1.288, 0.963, -1.944], [1.529, 0.717, 1.555], [0.502, -4.658, -3.131], [-0.810, 3.649, -1.809], [6.315, 2.447, 3.048], [-1.776, -3.690, 0.528], [-4.954, -2.735, 3.223], [6.078, 0.231, 1.989], [-1.995, -3.479, -1.185], [-5.742, 2.524, 0.002], [0.782, -5.511, -3.734], [-3.745, -4.405, 1.806], [-3.873, 3.955, 0.744], [-1.532, 3.266, 0.318], [2.093, 3.106, 2.723], [4.340, 3.884, 3.409], [-1.798, 1.031, 3.093], [-3.995, -0.431, 3.418], [2.546, -2.166, 0.203], [3.182, 0.874, -2.964], [-1.431, -5.432, -2.572], [4.559, -1.419, 1.028], [3.097, 3.292, -3.541], [1.113, 4.635, -2.993], [2.267, -3.486, -3.594], [-5.294, 0.410, -1.196], [-2.956, -0.253, -1.695]], "atomic_forces_ev_per_a": [[0.0, -0.2, 0.3], [0.0, 0.0, 0.0], [-0.1, 0.2, -0.1], [0.1, -0.1, 0.0], [0.1, -0.1, -0.1], [0.0, 0.0, 0.0], [-0.4, 0.1, 0.0], [0.0, 0.0, 0.0], [0.1, 0.0, 0.0], [0.1, 0.1, -0.1], [0.0, 0.0, 0.0], [0.0, 0.0, 0.0], [-0.1, 0.0, 0.1], [0.0, 0.0, 0.0], [0.0, 0.0, 0.0], [0.0, 0.0, 0.0], [0.2, 0.0, 0.0], [0.0, 0.0, 0.0], [0.0, 0.0, 0.0], [0.0, 0.0, 0.0], [0.0, 0.0, 0.0], [0.0, -0.1, 0.0], [0.0, 0.0, 0.0], [0.0, 0.0, 0.0], [0.0, 0.0, 0.0], [0.1, 0.0, 0.0], [0.0, 0.0, 0.0], [0.0, 0.0, 0.0], [0.0, 0.0, 0.0], [0.0, 0.0, 0.0], [0.0, 0.0, 0.0], [-0.1, 0.0, 0.0], [0.0, 0.0, 0.0], [0.0, 0.0, 0.0], [0.0, 0.0, 0.0], [0.0, 0.0, 0.0], [0.0, 0.0, 0.1], [0.0, 0.0, -0.1], [0.0, 0.1, 0.0], [0.0, 0.0, 0.0], [0.0, 0.0, 0.0], [0.0, 0.0, 0.0], [0.0, 0.0, 0.0], [0.0, 0.1, 0.3], [0.0, 0.0, 0.0], [0.0, 0.0, 0.0], [0.1, 0.0, -0.3], [0.0, 0.0, 0.0], [0.0, 0.0, 0.0], [0.0, 0.0, 0.0], [0.0, 0.0, 0.0], [0.0, 0.0, 0.0], [0.0, 0.0, 0.0], [0.0, 0.0, 0.0], [0.0, 0.0, 0.0], [0.0, 0.0, 0.0], [0.0, 0.0, 0.0], [0.0, 0.0, 0.0], [0.0, 0.0, 0.0], [0.0, 0.0, 0.0], [0.0, 0.0, 0.0], [0.0, 0.0, 0.0], [0.0, 0.0, 0.0], [0.0, 0.0, 0.0], [0.0, 0.0, 0.0]], "mulliken_charge": [2.04, 0.11, -0.08, 0.89, -0.65, -1.24, 0.20, -1.27, -0.06, 0.48, -1.29, -0.69, -0.10, -0.33, -0.62, 0.36, 0.02, -0.96, -1.16, -0.21, 0.22, -0.95, 0.07, -1.05, -0.86, 0.62, -1.01, -0.86, 1.19, -0.66, -0.58, -0.31, -0.78, 0.65, -0.48, -1.10, -0.72, -0.49, 0.32, 0.59, -0.26, 0.69, 0.45, 1.51, 0.50, 0.44, 1.38, 0.49, 0.48, 0.45, 0.45, 0.66, 0.52, 0.46, 0.59, 0.53, 0.54, 0.57, 0.44, 0.31, 0.48, 0.46, 0.57, 0.50, 0.54]}

Entry 2:
{"formula": "C31H25AsN4O3S7Tc", "method": "wB97M-V/def2-TZVPD", "total_charge": -2, "spin_multiplicity": 2, "fmax_ev_per_a": 1.93, "homo_lumo_gap_ev": [5.15, 4.69], "s_squared": 0.77, "lumo_energy_ha": [0.146, 0.146], "species": ["Tc", "As", "S", "S", "S", "S", "S", "S", "S", "O", "O", "O", "N", "N", "N", "N", "C", "C", "C", "C", "C", "C", "C", "C", "C", "C", "C", "C", "C", "C", "C", "C", "C", "C", "C", "C", "C", "C", "C", "C", "C", "C", "C", "C", "C", "C", "C", "H", "H", "H", "H", "H", "H", "H", "H", "H", "H", "H", "H", "H", "H", "H", "H", "H", "H", "H", "H", "H", "H", "H", "H", "H"], "positions_angstrom": [[0.269, -0.393, -0.137], [0.956, -1.362, -4.719], [2.487, -2.640, -0.438], [-0.195, -2.939, -5.433], [1.358, 1.800, 0.114], [-0.373, 0.525, -4.836], [-0.173, 4.308, 0.408], [1.099, -0.498, -2.338], [0.651, 1.384, -3.255], [3.873, -2.881, 0.004], [2.562, -0.599, -2.303], [-0.773, -1.970, -0.743], [1.666, -1.644, 0.609], [-1.250, 2.104, -0.484], [-1.237, 0.789, -0.851], [-0.031, -0.187, 1.917], [-1.625, -2.028, -1.727], [-1.855, -3.291, -2.304], [1.692, -4.252, 0.007], [-0.837, 0.677, 2.559], [-1.981, 4.709, 0.254], [2.351, -5.386, -0.437], [-0.091, -5.611, 0.842], [-0.784, 0.903, 3.918], [-2.790, 5.369, 2.522], [0.569, -6.750, 0.408], [-3.251, 1.449, -2.089], [2.568, -2.557, 4.074], [1.794, -6.638, -0.232], [0.471, -4.360, 0.646], [-2.701, 4.406, 1.516], [-2.696, -3.451, -3.379], [-0.154, 2.613, -0.044], [-2.220, 0.430, -1.675], [-3.419, 5.085, 3.717], [0.866, -0.889, 2.672], [-3.894, 2.867, 2.936], [-3.964, 3.826, 3.938], [-3.343, -2.340, -3.909], [-3.162, -1.101, -3.349], [1.814, -1.631, 4.771], [0.932, -0.782, 4.081], [1.739, -1.752, 1.958], [2.550, -2.625, 2.690], [0.094, 0.170, 4.704], [-3.273, 3.154, 1.737], [-2.323, -0.884, -2.235], [-3.078, 1.783, -3.113], [-1.304, -4.125, -1.887], [-1.534, 1.226, 1.947], [-3.492, 5.846, 4.484], [-4.250, 1.022, -2.012], [-4.443, 3.597, 4.881], [-1.052, -5.697, 1.331], [0.114, -7.722, 0.551], [-0.041, -3.469, 0.977], [0.149, 0.321, 5.772], [-2.015, 5.770, 0.012], [-2.356, 6.346, 2.354], [3.195, -3.245, 4.629], [2.306, -7.529, -0.572], [-3.182, 2.313, -1.436], [-1.436, 1.650, 4.352], [-4.332, 1.890, 3.095], [3.176, -3.332, 2.172], [-3.220, 2.407, 0.960], [1.885, -1.552, 5.849], [3.305, -5.265, -0.932], [-2.830, -4.420, -3.836], [-3.970, -2.443, -4.784], [-2.321, 4.108, -0.583], [-3.652, -0.261, -3.814]], "atomic_forces_ev_per_a": [[0.5, 1.1, -1.5], [0.1, 0.1, -0.3], [-0.9, -0.9, 0.8], [0.1, 0.1, 0.0], [0.0, 0.3, 0.3], [-0.2, 0.0, -0.4], [-0.4, 0.6, 0.1], [-0.7, 0.3, 0.3], [0.0, 0.2, -0.4], [0.9, 0.1, 0.0], [1.4, 0.2, -0.1], [-1.1, -1.2, 0.2], [0.7, -0.6, -0.1], [-0.6, 1.0, 0.3], [-1.3, -0.5, -0.8], [-0.7, 0.3, 0.5], [0.3, 0.7, 0.4], [-0.3, -0.5, -0.3], [0.1, 0.4, -0.2], [0.3, -0.5, -1.2], [1.0, -0.2, -0.2], [0.1, 0.0, 0.0], [0.0, 0.0, 0.0], [0.7, -0.4, 1.3], [0.0, -0.1, -0.3], [-0.1, -0.1, 0.0], [0.0, 0.0, 0.3], [-0.3, 0.3, 0.6], [0.0, -0.1, 0.0], [-0.1, 0.1, 0.1], [-0.2, 0.0, 0.3], [0.3, 0.1, 0.6], [0.3, -0.9, -0.2], [0.8, 1.1, 0.8], [-0.1, -0.1, 0.3], [-0.2, 0.1, 0.3], [-0.1, 0.0, 0.3], [0.0, 0.0, 0.0], [-0.4, 0.3, -0.2], [0.0, -0.1, 0.1], [0.3, -0.3, 0.2], [-0.1, 0.1, -0.2], [0.6, -0.6, 0.4], [-0.1, 0.1, -0.4], [-0.5, 0.4, -0.6], [0.0, 0.2, -0.2], [0.2, -1.0, 0.0], [0.0, 0.0, -0.1], [0.0, 0.0, 0.0], [0.0, 0.0, -0.2], [0.0, 0.0, 0.0], [0.0, 0.0, -0.1], [0.0, 0.0, 0.0], [-0.1, 0.0, 0.1], [0.0, 0.0, 0.0], [-0.1, 0.0, -0.1], [0.0, 0.0, 0.1], [0.0, 0.1, 0.0], [0.0, 0.1, 0.0], [0.1, 0.0, 0.0], [0.0, 0.0, 0.0], [-0.1, 0.0, -0.1], [0.0, 0.0, 0.0], [0.0, -0.1, 0.0], [0.1, 0.0, -0.1], [0.1, 0.0, -0.1], [0.0, 0.0, 0.0], [0.1, -0.1, 0.0], [0.1, -0.2, 0.0], [0.0, 0.0, -0.1], [-0.1, 0.1, 0.0], [-0.1, 0.1, 0.0]], "mulliken_charge": [-0.93, 0.32, 0.32, -0.51, -0.27, -0.33, -0.20, 0.78, -0.06, -0.73, -0.66, -0.33, 0.32, -0.63, 0.71, 0.69, 0.85, -0.36, 0.55, -0.25, -0.80, -0.61, -0.68, -0.43, -0.66, -0.43, -1.70, -0.94, -0.49, -0.09, 0.50, -0.59, 0.36, 1.00, -0.52, 0.27, -0.71, -0.41, -0.71, -0.98, -0.83, 0.78, 0.01, -0.38, -1.15, 0.27, 0.20, 0.37, 0.35, 0.09, 0.36, 0.48, 0.38, 0.40, 0.34, 0.08, 0.38, 0.63, 0.38, 0.36, 0.37, 0.01, 0.47, 0.39, 0.54, 0.33, 0.36, 0.40, 0.40, 0.31, 0.01, 0.29]}